Record 1
This record from the OMol25 dataset describes an isolated molecule of C21H31N3O3. The level of theory is wB97M-V/def2-TZVPD.

total energy = -1208.83220 Eh
SMILES string = COCCN1Cc2cccc(C(=O)NC[C@H]3CCN(CC(C)C)C3)c2C1=O
energy relative to the best compared isomer or geometry (same formula, charge and spin) = 1.368 eV
total charge = 0

XYZ file:
```
58
C21H31N3O3 (wB97M-V/def2-TZVPD)
C -2.2786 -5.4843 -0.3437
H -1.2068 -5.4021 -0.1262
O -3.0034 -4.4504 0.2722
C -2.6091 -3.1710 -0.1559
C -3.3803 -2.1356 0.6708
N -3.1530 -0.7966 0.2004
C -2.0992 -0.0471 0.5958
O -1.2899 -0.4268 1.4318
C -2.1696 1.2333 -0.1503
C -1.3727 2.3849 -0.1715
C -1.7759 3.4177 -1.0200
C -2.9020 3.3384 -1.8169
C -3.6820 2.1927 -1.8056
C -3.3008 1.1604 -0.9753
C -3.9728 -0.1645 -0.7987
H -3.9865 -0.7424 -1.7306
H -5.0069 -0.0606 -0.4484
H -4.5609 2.1064 -2.4266
H -3.1703 4.1688 -2.4520
H -1.1562 4.3024 -1.0335
C -0.0955 2.6751 0.5793
O 0.5055 3.7185 0.3681
N 0.3133 1.7578 1.4636
C 1.5594 1.8831 2.1763
H 1.9607 2.8765 1.9581
H 1.3630 1.8060 3.2516
C 2.5792 0.8122 1.7700
C 2.9152 0.8721 0.2564
N 2.9905 -0.4949 -0.2346
C 4.3209 -1.0737 -0.1268
C 5.1973 -0.6652 -1.3175
C 6.6130 -1.2076 -1.1412
H 7.0643 -0.8236 -0.2286
H 7.2386 -0.9161 -1.9817
H 6.5987 -2.2944 -1.0855
C 4.5787 -1.1677 -2.6180
H 5.1374 -0.8020 -3.4764
H 3.5517 -0.8210 -2.6887
H 4.5805 -2.2556 -2.6424
H 5.2440 0.4276 -1.3587
H 4.8253 -0.7906 0.8111
H 4.2190 -2.1622 -0.1358
C 1.9794 -1.1847 0.5478
H 1.0024 -0.9334 0.1242
C 2.0775 -0.6280 1.9787
H 1.1168 -0.6704 2.4860
H 2.7975 -1.2074 2.5581
H 2.1111 -2.2654 0.4981
H 2.1070 1.3780 -0.2787
H 3.8406 1.4102 0.0594
H 3.4820 0.9898 2.3609
H -0.1978 0.8834 1.5764
H -3.0440 -2.1988 1.7087
H -4.4474 -2.3619 0.6259
H -2.8301 -3.0431 -1.2295
H -1.5280 -3.0260 -0.0106
H -2.4181 -5.4753 -1.4320
H -2.6626 -6.4167 0.0640
```

***

Record 2
This record from the OMol25 dataset describes a structure of composition C15H28N6O4OsSe3. The level of theory is wB97M-V/def2-TZVPD.

total energy = -8512.09687 Eh
energy relative to the best compared isomer or geometry (same formula, charge and spin) = 0.902 eV
total charge = +2

XYZ file:
```
57
C15H28N6O4OsSe3 (wB97M-V/def2-TZVPD)
Os 1.0459 0.0965 1.3831
C -2.1314 0.8539 6.0079
Se -2.0767 0.5719 4.0836
C -1.6239 -1.3282 4.1273
C -0.1998 -1.6600 4.5466
Se 1.2317 -1.6745 3.2021
C 0.7644 -3.3496 2.3383
H -2.9248 0.2429 6.4293
H -2.3708 1.9033 6.1612
H -1.1794 0.6229 6.4791
H -1.8918 -1.7468 3.1579
H -2.3082 -1.7776 4.8483
H -0.1353 -2.6851 4.9202
H 0.1709 -1.0020 5.3291
H 0.9762 -4.1310 3.0643
H 1.4031 -3.4687 1.4680
H -0.2818 -3.3701 2.0462
C 1.1642 -1.6769 -3.9857
C 1.1271 -0.2057 -4.3640
N -0.2316 0.3054 -4.5055
C -1.0266 -0.1499 -5.6596
C -2.1528 -1.0859 -5.2582
C -0.7759 1.2691 -3.7582
O -1.8694 1.7668 -3.9609
C -0.0812 1.7770 -2.4995
C -0.1517 3.1455 -2.2601
C 0.2644 3.6424 -1.0393
C 0.6570 2.7562 -0.0611
N 0.7012 1.4277 -0.2607
C 0.3802 0.9567 -1.4880
H 2.1931 -2.0136 -3.8596
H 0.7067 -2.2944 -4.7591
H 0.6146 -1.8717 -3.0602
H 1.6423 -0.0507 -5.3154
H 1.6727 0.4061 -3.6451
H -0.3327 -0.6359 -6.3456
H -1.4208 0.7317 -6.1642
H -1.7700 -1.9662 -4.7396
H -2.6958 -1.4245 -6.1401
H -2.8609 -0.5754 -4.6065
H -0.5555 3.7910 -3.0295
H 0.2530 4.7019 -0.8266
H 0.9476 3.1281 0.9102
H 0.4714 -0.1083 -1.6479
O -1.9472 -1.5126 -0.0787
N -1.0245 -1.0014 0.4171
O 0.2161 -1.4002 0.2416
O -1.0634 -0.0034 1.2372
N 1.7414 1.1323 4.1775
N 0.9869 1.4587 2.9982
H 1.4143 1.7211 4.9407
H 2.7199 1.3572 4.0216
H 1.1481 2.4257 2.7177
H -0.0153 1.3849 3.3031
Se 3.3479 0.3184 1.1854
C 3.5331 0.1788 -0.6393
N 3.6035 0.0962 -1.7845
```